Record 1
# C3H3NS

One molecule with the formula C3H3NS in a non-equilibrium geometry (ωB97M-V/def2-TZVPD, OMol25).

Each line ends with the natural charge from an NBO analysis.
Positions of all 8 atoms, in Å:
C -1.830475 0.156248 1.154751  -0.116
C -0.829845 0.143005 0.480470  -0.124
C 0.219957 -0.351615 -0.332868  0.018
N 1.430705 0.391484 -0.613272  -0.761
S -0.044830 -1.739164 -1.212428  -0.059
H -2.712544 0.404775 1.810229  0.257
H 1.854254 1.011266 0.019193  0.393
H 1.912778 -0.016000 -1.306074  0.392

Cartesian forces, eV/Å:
-1.2 1.3 1.2
-0.2 -0.5 0.8
2.6 0.5 -2.3
-5.5 -0.5 2.9
0.1 0.7 0.6
1.6 -0.6 -1.2
0.3 0.8 0.8
2.4 -1.6 -2.7

highest occupied orbital energy: -8.7 eV
SMILES string: C#CC(N)=S
molecular weight: 85.1 g mol⁻¹
gap between HOMO and LUMO: 8.19 eV
energy relative to the best compared isomer or geometry (same formula, charge and spin): 1.516 eV
LUMO: -0.470 eV
maximum force: 6.3 eV Å⁻¹

---

Record 2
# C3H3NS

A 2-piece molecular cluster, C3H3NS overall in a non-equilibrium geometry (ωB97M-V/def2-TZVPD, OMol25).

Each line ends with the natural charge from an NBO analysis.
Positions of all 8 atoms, in Å:
C -1.126494 -1.357825 -0.054080  0.201
C 1.497240 -0.118796 0.663840  -0.330
C -0.644362 -0.125095 -0.567705  -0.416
N -1.669718 -2.324224 0.183320  -0.293
S 2.512533 -0.983246 -0.209318  0.163
H 1.800658 0.298802 1.622733  0.199
H -1.024471 0.785922 -0.101371  0.232
H -0.225866 -0.003265 -1.593031  0.244

Cartesian forces, eV/Å:
0.8 2.6 -1.7
0.6 -1.3 -2.0
1.5 0.9 1.0
-0.9 -2.3 1.0
-0.8 0.7 0.8
-0.7 0.3 0.1
-0.1 -0.4 -0.2
-0.3 -0.5 1.1

highest occupied orbital energy (spin up / spin down): -8.7 / -8.6 eV
molecular weight: 85.1 g mol⁻¹
gap between HOMO and LUMO (spin up / spin down): 7.72 / 7.72 eV
energy relative to the best compared isomer or geometry (same formula, charge and spin): 3.379 eV
LUMO (spin up / spin down): -1.020 / -0.908 eV
maximum force: 3.2 eV Å⁻¹

---

Record 3
# C3H3NS2

A 2-piece molecular cluster, C3H3NS2 overall in a non-equilibrium geometry (ωB97M-V/def2-TZVPD, OMol25).

Each line ends with the natural charge from an NBO analysis.
Positions of all 9 atoms, in Å:
C 0.048413 -2.348729 -1.263037  0.149
C -0.454586 -1.360963 -0.528889  -0.196
C 0.582806 -0.187911 -0.139542  -0.482
N 0.375798 -3.146672 -1.971965  -0.234
S -0.243260 -2.455019 1.965781  -0.230
S -1.105207 0.271991 -0.598998  0.391
H 1.281103 0.165549 -0.869180  0.221
H 0.987315 -0.345252 0.845285  0.241
H -1.316217 -2.848722 1.114138  0.142

Cartesian forces, eV/Å:
-1.8 1.3 0.6
1.7 5.3 3.4
-1.5 -1.3 -0.5
1.9 -4.0 -3.2
-1.7 -0.1 -2.4
0.4 -1.7 0.6
0.3 -0.3 -0.5
-0.5 0.8 0.4
1.2 0.1 1.5

highest occupied orbital energy (spin up / spin down): -9.8 / -9.3 eV
molecular weight: 117.2 g mol⁻¹
gap between HOMO and LUMO (spin up / spin down): 7.84 / 7.08 eV
energy relative to the best compared isomer or geometry (same formula, charge and spin): 4.136 eV
LUMO (spin up / spin down): -1.937 / -2.249 eV
maximum force: 6.5 eV Å⁻¹

---

Record 4
# C3H3NS2

One molecule with the formula C3H3NS2 in a non-equilibrium geometry (ωB97M-V/def2-TZVPD, OMol25).

Each line ends with the natural charge from an NBO analysis.
Positions of all 9 atoms, in Å:
C 2.254486 -0.199182 -1.827162  0.231
C 2.732523 0.082111 -0.161179  -0.668
C 0.013616 0.086436 0.418586  -0.821
N 2.054978 -0.290997 -2.969907  -0.370
S 4.349317 0.294164 0.049105  0.222
S 1.645472 0.271801 1.157568  0.625
H -0.691930 0.597311 1.047523  0.245
H -0.323559 -1.090031 0.445966  0.258
H -0.113756 0.459769 -0.702178  0.279

Cartesian forces, eV/Å:
0.5 0.9 3.4
-3.7 -1.1 -4.5
-1.1 -2.6 -2.2
0.2 0.0 1.4
2.6 0.4 0.8
0.1 0.0 -1.5
-0.2 0.3 0.3
1.0 2.9 -0.2
0.7 -0.7 2.5

highest occupied orbital energy (spin up / spin down): -7.5 / -9.5 eV
spin multiplicity: 3
molecular weight: 117.2 g mol⁻¹
⟨S²⟩: 2.0088
gap between HOMO and LUMO (spin up / spin down): 7.71 / 5.91 eV
energy relative to the best compared isomer or geometry (same formula, charge and spin): 1.554 eV
LUMO (spin up / spin down): 0.226 / -3.620 eV
maximum force: 6.0 eV Å⁻¹